Record 1
99
Properties=species:S:1:pos:R:3:mulliken_spin:R:1 method="wB97M-V/def2-TZVPD" homo_ev="-0.572 / -1.652" orbital_gap_ev="4.7 / 5.8" spin_multiplicity=3 total_charge=-2 total_energy_ha=-3000.7546 fmax_ev_per_a=0.85 s2=2.039 de_lowest_kj_mol=704.6
W 0.030 -0.155 0.017 0.642
O -3.548 4.436 2.132 -0.002
C -2.699 3.533 1.536 -0.022
C -1.352 3.588 1.696 0.042
C -0.552 2.608 1.010 -0.031
N -1.202 1.538 0.413 0.008
C -2.527 1.571 0.207 -0.002
C -3.332 2.542 0.720 0.044
C -2.943 0.402 -0.643 0.002
O -4.081 0.267 -1.059 0.002
O -1.940 -0.383 -0.899 -0.015
C 0.771 2.498 0.758 0.080
O 1.735 3.044 1.658 0.016
O 1.260 1.539 -0.017 0.022
H -3.019 5.004 2.702 0.000
H -0.871 4.359 2.286 0.002
H -4.396 2.527 0.553 0.003
C 3.940 -2.631 5.264 0.000
C 2.726 -2.097 4.532 0.003
C 1.422 -2.342 5.281 0.000
O 2.915 -0.706 4.299 -0.006
C 2.451 -0.400 2.983 0.046
C 2.017 -1.751 2.415 -0.001
O 2.686 -2.691 3.254 0.001
C 2.435 -1.958 0.943 0.035
O 1.831 -0.970 0.149 0.009
C 2.047 -3.347 0.431 -0.002
C 2.533 -3.739 -0.815 0.006
C 2.174 -4.951 -1.373 0.001
C 1.319 -5.803 -0.685 0.000
C 0.829 -5.422 0.553 -0.001
C 1.193 -4.202 1.111 0.002
C 3.954 -1.779 0.818 -0.007
C 4.476 -0.590 0.323 -0.001
C 5.850 -0.403 0.240 -0.001
C 6.720 -1.403 0.648 0.000
C 6.204 -2.595 1.141 0.000
C 4.833 -2.780 1.224 -0.001
C 1.337 0.712 2.890 0.074
O 0.419 0.314 1.939 0.135
C 0.474 0.868 4.188 0.026
C 0.983 1.011 5.481 0.031
C 0.142 1.169 6.572 -0.013
C -1.235 1.195 6.406 0.006
C -1.755 1.053 5.130 -0.009
C -0.912 0.884 4.040 0.005
C 2.148 2.049 2.686 0.061
C 3.064 2.488 3.585 0.041
C 3.782 3.692 3.759 0.202
C 3.993 4.707 2.828 0.188
C 3.604 4.636 1.484 -0.029
C 2.754 3.765 0.887 0.306
H 4.021 -2.164 6.246 0.000
H 4.831 -2.405 4.679 0.000
H 3.854 -3.710 5.392 0.000
H 1.431 -1.824 6.240 0.000
H 1.292 -3.412 5.450 0.000
H 0.571 -1.971 4.709 0.000
H 3.309 -0.022 2.428 -0.027
H 0.938 -1.879 2.491 -0.010
H 3.178 -3.062 -1.364 0.001
H 2.533 -5.217 -2.359 0.000
H 1.021 -6.748 -1.123 0.000
H 0.139 -6.063 1.087 0.000
H 0.773 -3.915 2.064 0.000
H 3.789 0.189 0.013 -0.002
H 6.238 0.536 -0.137 0.000
H 7.791 -1.257 0.584 0.000
H 6.872 -3.386 1.462 0.000
H 4.433 -3.710 1.605 0.000
H 2.043 0.968 5.660 0.012
H 0.573 1.266 7.562 -0.001
H -1.891 1.314 7.260 0.001
H -2.826 1.061 4.969 0.000
H -1.333 0.747 3.055 0.000
H 3.267 1.744 4.342 0.046
H 4.298 3.782 4.709 0.008
H 4.629 5.536 3.118 0.018
H 4.096 5.298 0.774 0.013
H 2.586 3.597 -0.159 -0.019
C 0.297 3.026 -2.368 0.006
C 0.332 1.629 -2.859 0.016
N 0.226 0.508 -2.160 0.015
C 0.298 -0.528 -3.048 -0.022
C 0.460 -0.048 -4.316 0.000
N 0.479 1.319 -4.170 0.001
C 0.581 -0.683 -5.651 0.001
O 0.510 -1.994 -5.672 0.000
O 0.740 0.014 -6.638 0.000
C 0.124 -1.892 -2.494 0.026
O 0.168 -2.870 -3.264 0.002
O -0.066 -1.893 -1.246 0.002
H -0.274 3.088 -1.446 -0.006
H -0.153 3.675 -3.120 0.000
H 1.305 3.378 -2.147 -0.001
H 0.572 1.959 -4.942 0.000
H 0.365 -2.392 -4.733 0.000
N -1.546 -2.328 1.973 0.051
C -1.018 -1.582 1.264 -0.028

Record 2
57
Properties=species:S:1:pos:R:3:nbo_charge:R:1 method="wB97M-V/def2-TZVPD" homo_ev=-8.144 orbital_gap_ev=8.3 spin_multiplicity=1 total_energy_ha=-3630.0617 fmax_ev_per_a=1.95 de_lowest_kj_mol=138.0
Y -1.150 -0.436 0.280 1.816
C 4.009 0.677 2.205 -0.531
C 4.197 0.972 0.720 -0.542
S 2.672 0.880 -0.293 0.221
C 3.039 -0.538 -1.365 -0.535
C 3.043 -1.872 -0.645 -0.541
S 1.387 -2.350 -0.003 0.227
C 1.860 -2.719 1.723 -0.524
C 2.167 -1.492 2.579 -0.537
S 3.954 -1.087 2.656 0.169
H 3.112 1.158 2.592 0.224
H 4.869 1.067 2.752 0.230
H 4.927 0.291 0.283 0.221
H 4.569 1.991 0.606 0.226
H 4.002 -0.366 -1.848 0.225
H 2.256 -0.507 -2.125 0.236
H 3.724 -1.857 0.200 0.241
H 3.346 -2.665 -1.330 0.226
H 2.716 -3.393 1.680 0.227
H 1.016 -3.264 2.124 0.263
H 1.834 -1.654 3.604 0.231
H 1.656 -0.612 2.196 0.230
O -2.817 0.248 1.582 -1.032
S -3.938 -0.338 0.798 2.395
O -5.137 0.439 0.823 -0.924
O -3.386 -0.618 -0.536 -0.983
C -4.329 -1.896 1.605 -0.231
C -5.622 -2.010 2.093 -0.194
C -6.019 -3.145 2.784 -0.188
C -5.127 -4.187 2.983 -0.193
C -3.836 -4.086 2.491 -0.167
C -3.433 -2.947 1.808 -0.358
S -1.725 -2.925 1.295 2.392
O -1.165 -4.201 1.629 -0.934
O -1.087 -1.790 2.021 -1.031
O -1.648 -2.586 -0.139 -0.995
H -6.301 -1.189 1.911 0.257
H -7.027 -3.210 3.171 0.224
H -5.429 -5.077 3.516 0.225
H -3.113 -4.879 2.615 0.255
I -0.140 1.983 1.941 0.233
C -0.924 3.110 0.286 -0.050
C -1.212 4.416 0.551 -0.264
C -1.664 5.243 -0.494 -0.207
C -1.800 4.731 -1.752 -0.198
C -1.502 3.376 -2.025 0.032
C -1.634 2.862 -3.336 -0.200
C -1.299 1.571 -3.613 -0.207
C -0.850 0.723 -2.578 -0.212
C -0.746 1.129 -1.259 -0.602
C -1.056 2.501 -0.987 -0.128
H -1.092 4.817 1.548 0.227
H -1.885 6.282 -0.290 0.220
H -2.130 5.358 -2.572 0.213
H -2.016 3.517 -4.110 0.208
H -1.392 1.185 -4.621 0.213
H -0.591 -0.302 -2.845 0.200